The following is a DFT calculation (ωB97M-V/def2-TZVPD) of a structure of composition C51H54BBr3CaClN10O2 in a non-equilibrium geometry.

XYZ file:
```
123
Properties=species:S:1:pos:R:3:forces:R:3
Ca 0.8553 -0.6595 -0.5936 -0.03 -0.02 -1.03
C 4.9615 1.8997 -1.1466 0.05 -0.05 -0.26
C 4.1142 1.5678 -2.3796 -0.27 0.10 0.21
C 2.9171 2.5097 -2.4808 0.15 -0.16 -0.01
C 3.7168 0.1128 -2.3971 0.04 -0.30 -0.32
C 4.6261 -0.9363 -2.6236 0.04 0.01 0.15
C 3.8537 -2.0703 -2.6789 0.06 0.12 -0.15
N 2.5679 -1.7119 -2.5179 0.57 -0.26 -0.03
N 2.4703 -0.3781 -2.3220 0.71 0.70 -0.56
B 1.4189 -2.7185 -2.7673 -0.47 -0.31 0.12
N 0.1191 -2.0798 -3.2495 0.17 0.00 -0.50
C -0.3842 -2.2424 -4.4881 -0.12 0.10 0.02
C -1.6902 -1.8280 -4.4707 0.05 0.10 -0.03
C -1.9304 -1.4228 -3.1409 0.08 0.00 -0.19
N -0.8205 -1.5714 -2.4155 -0.22 0.32 0.18
C -3.2750 -0.9196 -2.6800 0.01 0.01 0.15
C -4.3461 -1.9865 -2.9299 -0.02 0.05 -0.05
C -3.3100 -0.4904 -1.2201 -0.02 -0.16 -0.11
N 1.1287 -3.4975 -1.4768 0.20 -0.35 -0.27
C 0.7801 -4.7916 -1.4243 0.11 -0.01 0.18
C 0.6481 -5.1421 -0.1049 0.08 0.01 0.05
C 0.9193 -3.9692 0.6166 0.05 -0.29 -0.30
N 1.2138 -2.9722 -0.2325 0.05 -0.54 0.71
C 0.9281 -3.9309 2.1214 0.13 0.13 -0.03
C 0.9228 -2.5398 2.7411 -0.07 -0.10 -0.11
C 2.1363 -4.7293 2.6338 -0.13 -0.01 0.06
H 5.2747 2.9460 -1.1736 0.03 -0.02 -0.01
H 5.8520 1.2692 -1.0934 -0.03 0.02 0.04
H 4.3632 1.7440 -0.2595 -0.07 -0.01 0.28
H 4.7469 1.7108 -3.2616 -0.03 -0.01 -0.04
H 2.2445 2.3259 -1.6434 -0.08 0.06 -0.04
H 2.3744 2.3506 -3.4092 -0.11 -0.01 -0.03
H 3.2536 3.5483 -2.4463 -0.03 0.00 0.04
H 5.6965 -0.8674 -2.7292 -0.01 0.03 -0.03
H 4.1274 -3.0992 -2.8483 -0.09 0.00 -0.06
H 1.7939 -3.4918 -3.6086 0.02 -0.01 -0.03
H 0.2113 -2.6624 -5.2821 0.05 -0.01 0.06
H -2.3820 -1.7954 -5.2953 -0.02 -0.09 0.02
H -3.5030 -0.0511 -3.3116 0.06 0.00 0.01
H -4.1264 -2.8753 -2.3393 0.01 -0.05 0.02
H -4.4028 -2.2712 -3.9824 -0.01 -0.01 0.01
H -5.3242 -1.6088 -2.6223 0.00 0.00 -0.02
H -3.3519 -1.3745 -0.5795 0.06 0.01 0.04
H -4.1877 0.1339 -1.0255 0.04 0.02 -0.02
H -2.4096 0.0636 -0.9947 0.04 0.20 0.11
H 0.6452 -5.3628 -2.3277 0.00 0.02 -0.01
H 0.3548 -6.0960 0.2984 -0.06 0.02 -0.01
H 0.0190 -4.4496 2.4382 -0.05 0.03 -0.07
H 1.9200 -2.0992 2.6980 0.10 0.10 -0.01
H 0.6284 -2.6012 3.7908 0.04 0.01 0.01
H 0.2391 -1.8700 2.2274 -0.08 0.05 0.04
H 3.0591 -4.3095 2.2276 0.04 0.02 0.03
H 2.0847 -5.7780 2.3389 0.00 0.01 -0.02
H 2.1833 -4.6772 3.7247 0.03 -0.03 -0.01
O -3.5700 2.0737 2.2392 -0.06 -0.07 0.01
C -2.5510 1.8390 3.1135 0.12 0.02 0.09
C -2.7212 2.2992 4.4145 -0.05 0.03 -0.04
C -1.7308 2.0912 5.3594 0.00 0.00 -0.02
C -0.5793 1.3963 5.0193 0.10 -0.01 0.11
C -0.4141 0.9423 3.7199 0.01 0.04 0.02
C -1.3715 1.1790 2.7487 -0.03 -0.16 -0.04
C -1.1600 0.6738 1.3229 -0.51 0.25 -0.03
O -0.0056 0.0508 1.0776 -0.80 0.76 1.43
N -1.3469 1.9293 0.4999 0.05 -0.01 0.48
N -1.0621 1.9648 -0.7896 -0.06 -0.08 -0.35
C -0.9955 3.1208 -1.3463 -0.11 -0.01 0.28
C -0.8800 3.3494 -2.7664 0.28 -0.11 -0.53
Br -0.5928 1.8340 -3.8838 0.03 -0.04 0.27
C -0.9422 4.5447 -3.3711 0.02 -0.22 0.03
C -1.3216 5.8147 -2.7438 -0.02 0.23 0.13
C -0.6849 6.9941 -3.1429 0.00 -0.13 0.02
C -1.0488 8.2167 -2.6061 -0.02 0.06 0.03
C -2.0762 8.2896 -1.6752 -0.03 0.00 0.01
C -2.7268 7.1295 -1.2795 0.01 0.03 0.05
C -2.3534 5.9027 -1.8051 -0.02 0.04 -0.09
H -3.3602 1.6776 1.3822 0.02 0.06 -0.01
H -3.6462 2.8029 4.6656 0.02 0.02 0.00
H -1.8650 2.4636 6.3673 -0.02 -0.03 0.01
H 0.1792 1.2008 5.7679 0.00 0.01 -0.02
H 0.4590 0.3760 3.4242 0.05 -0.02 -0.02
H -2.0288 0.0262 1.0885 0.11 0.06 -0.07
H -1.2574 2.8007 1.0158 0.04 0.06 -0.01
H -1.0674 4.0252 -0.7347 -0.11 -0.09 -0.03
H -0.7043 4.5910 -4.4271 -0.06 -0.03 0.00
H 0.1079 6.9345 -3.8795 0.00 0.03 0.00
H -0.5322 9.1184 -2.9108 -0.02 -0.01 -0.04
H -2.3842 9.2465 -1.2734 0.04 0.00 0.02
H -3.5354 7.1823 -0.5615 -0.01 -0.02 -0.01
H -2.8896 5.0062 -1.5203 -0.02 0.05 -0.01
Br 5.8853 -1.7481 4.3306 -0.16 0.13 -0.19
C 4.7775 -1.1582 2.8990 0.27 -0.39 0.08
C 4.6956 -1.9141 1.7463 -0.02 0.23 0.17
C 3.8384 -1.4464 0.7619 0.15 -0.25 -0.10
N 3.1324 -0.3275 0.8480 -0.26 0.22 0.36
C 3.2517 0.4204 1.9575 0.57 -0.72 -0.09
C 4.0704 0.0160 3.0179 -0.27 0.32 -0.09
C 2.5751 1.7315 1.9837 -0.52 0.88 -0.06
C 2.5454 2.5261 3.1357 0.11 -0.41 -0.06
C 1.9305 3.7553 3.0754 -0.16 0.33 0.13
Br 1.8469 4.8424 4.6303 0.02 -0.14 -0.14
C 1.3725 4.2083 1.8948 0.12 -0.21 0.10
C 1.4718 3.3543 0.8055 -0.04 0.29 -0.10
N 2.0354 2.1605 0.8386 0.30 -0.30 0.06
H 5.2617 -2.8241 1.6181 -0.05 -0.03 -0.01
H 3.7220 -2.0243 -0.1442 -0.08 0.02 -0.03
H 4.1699 0.6104 3.9127 0.01 -0.01 -0.02
H 2.9730 2.1910 4.0685 -0.05 0.01 0.00
H 0.8946 5.1738 1.8202 -0.01 0.01 -0.02
H 1.0785 3.6695 -0.1580 0.07 -0.06 0.08
Cl -3.8464 -5.6930 -1.4879 0.05 -0.01 -0.22
C -4.0901 -5.1854 0.1716 -0.16 -0.05 0.42
C -5.0785 -5.8100 0.8976 0.11 0.10 0.03
C -5.3017 -5.4813 2.2340 -0.24 -0.16 0.08
C -4.4885 -4.5013 2.8172 0.07 0.04 -0.08
C -3.4998 -3.8743 2.1015 -0.15 -0.10 0.12
C -3.2322 -4.1672 0.7140 0.32 0.24 -0.24
C -2.2521 -3.5061 0.0082 -0.11 -0.07 0.01
H -5.6860 -6.5682 0.4165 0.02 0.00 -0.03
H -6.0836 -5.9759 2.7969 0.02 0.02 0.00
H -4.6504 -4.2269 3.8556 0.04 0.01 0.00
H -2.8827 -3.1147 2.5734 -0.01 0.01 0.01
H -2.0654 -3.6917 -1.0384 0.05 -0.06 0.00
H -1.6379 -2.7617 0.5051 -0.05 0.05 0.03
```
Positions in Å, forces in eV/Å.

## Properties
**Molecular weight**: 1165.12 g mol⁻¹
**Total charge**: -1
**E_LUMO**: 1.14 eV
**Energy above the lowest of the compared OMol25 structures with the same formula, charge and spin**: 0.000 eV
**Multiplicity**: 1
**Max |F|**: 0.035 hartree/bohr

The following is a DFT calculation (ωB97M-V/def2-TZVPD) of a cluster of 5 separate species, C51H55BClN4O12P in total in a non-equilibrium geometry.

XYZ file:
```
125
Properties=species:S:1:pos:R:3:forces:R:3
C 6.2449 -1.2975 3.3645 -0.35 0.03 0.38
C 5.9012 -0.3432 2.1573 -0.30 0.72 0.43
P 5.9899 -1.1476 0.4615 0.89 -0.45 -0.84
C 5.3416 -2.9266 0.4996 -1.04 0.23 -0.44
C 4.8132 -0.2918 -0.7488 -1.28 0.45 -0.04
C 5.3710 0.1032 -2.0433 -2.81 0.62 0.73
C 4.4798 0.7549 -3.0038 0.01 -0.76 1.63
C 3.0659 0.9748 -2.6924 1.24 -0.75 0.69
Cl 2.0675 1.7424 -3.9551 0.70 -0.51 0.97
C 2.5003 0.5911 -1.4138 1.56 -0.39 0.14
C 3.4037 -0.0422 -0.4223 0.13 0.73 -1.91
C 2.7440 -0.4008 0.9361 -0.57 1.07 -0.01
O 2.9751 -1.3900 1.5875 0.21 0.42 -0.35
C 1.6853 0.6365 1.4445 -1.44 1.57 -0.22
C 1.5622 1.0345 2.8330 -0.82 0.22 -1.34
C 0.5215 1.9761 3.2391 -0.55 -0.13 -1.47
C -0.4474 2.5715 2.2999 2.59 -1.77 -1.25
B -1.6152 3.5778 2.7886 -0.52 0.16 0.19
C -2.8310 3.0438 3.7109 -0.42 0.28 -0.51
O -1.6695 4.9355 2.4326 0.75 -1.42 0.06
C -0.2684 2.1736 0.8684 0.35 0.29 0.26
C -1.2402 2.7328 -0.2519 0.47 -0.96 1.15
C -2.4876 1.7240 -0.2851 0.12 0.50 0.29
C -3.8672 2.4307 -0.0074 -0.08 -0.50 -1.43
C -5.0971 1.4640 -0.3136 0.10 0.51 0.79
C -5.6301 0.7320 0.9716 -0.35 -0.75 -0.24
C -6.7573 -0.3415 0.6382 -0.72 0.05 0.29
C -8.1573 -0.0178 1.3074 -0.93 -0.33 -0.61
C -9.3591 -0.8988 0.7253 0.72 -0.57 -0.36
O -10.6179 -0.2174 0.8040 0.12 -0.53 0.57
C -11.7094 -1.1175 0.8900 -1.11 -0.20 0.09
C 0.7638 1.2372 0.4487 0.77 -0.07 1.86
C 0.9952 0.7880 -1.0244 0.53 0.28 0.86
O 0.0791 0.5763 -1.7792 0.59 0.11 0.07
H 7.3252 -1.2448 3.6715 -1.05 0.08 -0.41
H 5.6071 -0.9821 4.2368 0.77 -0.34 -0.72
H 6.0189 -2.3774 3.1905 0.09 0.91 -0.05
H 4.9298 0.2092 2.3151 0.87 -0.78 0.02
H 6.6865 0.4671 2.1568 -0.78 -0.82 -0.28
H 4.4059 -2.9829 -0.1289 0.91 0.12 0.68
H 5.0463 -3.2753 1.5173 0.47 0.19 -0.82
H 6.0965 -3.5668 -0.0142 -0.47 0.45 0.76
H 6.4504 -0.0805 -2.2532 -1.13 0.19 0.12
H 4.9397 1.0692 -3.9725 -0.87 -0.22 0.90
H 2.2938 0.5874 3.5499 -0.91 0.55 -0.52
H 0.3994 2.2729 4.3103 0.40 -0.46 -0.99
H -2.6691 3.2677 4.7965 -0.05 -0.26 -0.82
H -3.0343 1.9532 3.5712 0.33 0.82 0.28
H -3.7797 3.5823 3.4128 0.94 -0.41 0.38
H -0.8692 5.1930 1.9427 -0.38 -0.07 0.15
H -0.6700 2.7396 -1.2134 -0.77 -0.01 0.75
H -1.5487 3.7875 -0.0342 0.15 -0.93 -0.02
H -2.3443 0.9402 0.5111 0.00 0.62 -0.88
H -2.4486 1.2145 -1.2842 -0.40 0.42 0.96
H -3.9587 2.8463 1.0283 0.25 -0.36 -0.76
H -3.9342 3.2882 -0.7404 0.04 -0.68 0.81
H -5.9043 2.1304 -0.7212 0.46 -0.86 0.24
H -4.8301 0.6930 -1.0836 -0.20 0.82 0.57
H -4.7972 0.1658 1.4751 -0.59 0.81 -0.39
H -6.0692 1.4632 1.6985 0.59 -0.46 -0.54
H -6.9248 -0.4010 -0.4689 0.24 0.02 0.92
H -6.4589 -1.3614 1.0042 -0.09 0.89 -0.48
H -8.1509 -0.2235 2.4131 0.20 0.54 -0.96
H -8.4563 1.0506 1.1092 0.42 -0.93 0.32
H -9.4374 -1.8769 1.2903 0.17 0.94 -0.42
H -9.2018 -1.1725 -0.3576 0.18 0.31 0.93
H -11.9481 -1.6402 -0.0814 0.49 0.42 0.74
H -11.5800 -1.9012 1.6893 0.15 0.66 -0.69
H -12.6394 -0.5459 1.1671 1.04 -0.31 -0.30
O 6.8592 -3.3868 -2.5260 0.19 0.07 -0.13
N 7.8832 -3.1215 -3.1285 -0.25 0.21 -0.03
O 7.9959 -2.2080 -3.9289 -0.01 -0.17 0.21
C 9.0595 -3.9598 -2.8770 0.48 -0.37 0.10
C 8.9585 -5.0308 -1.9996 -0.17 -0.07 0.11
C 10.0664 -5.8363 -1.7812 0.22 0.07 -0.27
C 11.2629 -5.5653 -2.4340 -0.04 0.04 -0.03
C 11.3574 -4.4845 -3.3033 -0.10 -0.09 0.12
C 10.2524 -3.6764 -3.5285 0.11 0.14 -0.16
H 8.0314 -5.2505 -1.4861 0.01 0.15 -0.10
H 9.9973 -6.6758 -1.1058 -0.03 0.10 -0.09
H 12.1260 -6.1999 -2.2654 -0.05 0.04 -0.01
H 12.2928 -4.2748 -3.8080 -0.08 0.03 0.01
H 10.3344 -2.8389 -4.2092 -0.20 -0.03 0.08
O -8.5163 0.5867 -2.2413 0.15 0.11 -0.20
N -7.7757 1.0597 -3.0859 0.12 -0.24 0.15
O -6.6518 0.6525 -3.3235 -0.26 0.08 0.04
C -8.2686 2.2002 -3.8636 -0.20 0.48 -0.29
C -9.5291 2.7155 -3.5940 -0.19 -0.02 0.14
C -9.9830 3.8106 -4.3150 0.17 -0.02 -0.10
C -9.1810 4.3772 -5.2978 -0.01 0.01 -0.01
C -7.9248 3.8479 -5.5675 -0.16 -0.02 0.11
C -7.4630 2.7547 -4.8486 0.22 -0.01 -0.10
H -10.1610 2.2811 -2.8298 0.20 -0.09 -0.01
H -10.9620 4.2255 -4.1087 0.07 -0.05 0.02
H -9.5360 5.2364 -5.8555 0.03 -0.05 0.04
H -7.3038 4.2910 -6.3365 -0.01 -0.06 0.06
H -6.4817 2.3514 -5.0635 -0.10 -0.10 0.16
O -8.2190 8.4060 -1.4684 0.17 -0.23 0.01
N -7.5582 7.3824 -1.4531 -0.28 0.02 -0.22
O -7.7998 6.3949 -2.1254 0.08 0.21 0.15
C -6.3943 7.3339 -0.5610 0.49 -0.01 0.41
C -6.1067 8.4272 0.2498 -0.04 0.14 0.06
C -5.0175 8.3665 1.1099 -0.11 -0.15 -0.17
C -4.2309 7.2224 1.1459 0.22 0.29 0.30
C -4.5173 6.1469 0.3303 -0.06 -0.15 -0.13
C -5.6037 6.1921 -0.5308 -0.05 -0.15 -0.11
H -6.7174 9.3204 0.2245 -0.08 -0.16 -0.13
H -4.7849 9.2076 1.7517 -0.05 -0.03 -0.07
H -3.3812 7.1664 1.8175 -0.07 0.00 -0.02
H -3.8910 5.2644 0.3731 -0.08 0.03 -0.04
H -5.8212 5.3400 -1.1627 -0.14 0.15 -0.02
O 9.4917 -5.7033 2.6585 0.02 -0.27 -0.17
N 9.5496 -6.7329 2.0141 -0.12 0.33 -0.06
O 9.1670 -6.8479 0.8605 0.00 -0.06 0.45
C 10.1131 -7.9183 2.6684 0.22 -0.50 0.25
C 10.5251 -7.8359 3.9915 0.01 0.14 0.18
C 11.0359 -8.9654 4.6149 -0.03 -0.08 -0.17
C 11.1352 -10.1617 3.9150 0.01 -0.02 0.01
C 10.7296 -10.2317 2.5878 0.02 0.11 0.14
C 10.2152 -9.1069 1.9587 -0.04 -0.09 -0.19
H 10.4516 -6.9087 4.5449 -0.08 0.01 -0.20
H 11.3545 -8.9145 5.6490 -0.03 0.04 -0.07
H 11.5296 -11.0439 4.4064 -0.02 0.06 -0.04
H 10.8113 -11.1654 2.0448 -0.02 0.08 0.00
H 9.8989 -9.1723 0.9256 -0.04 0.18 0.10
```
Positions in Å, forces in eV/Å.

## Properties
**Molecular weight**: 993.26 g mol⁻¹
**SMILES**: CCP(C)c1ccc(Cl)c2c1C(=O)c1ccc(B(C)O)c(CCCCCCCCOC)c1C2=O.O=[N+]([O-])c1ccccc1.O=[N+]([O-])c1ccccc1.O=[N+]([O-])c1ccccc1.O=[N+]([O-])c1ccccc1
**E_LUMO**: -0.82 eV
**Multiplicity**: 1
**Max |F|**: 0.066 hartree/bohr